Record 1
{
  "formula": "C9H20F2NO8PS",
  "method": "ωB97M-V/def2-TZVPD",
  "energy_ev": -53073.94745,
  "gap_ev": 6.3,
  "spin_multiplicity": 1,
  "e_homo_ev": -9.3,
  "fmax_ev_per_a": 10.40,
  "species": ["C", "C", "O", "O", "C", "C", "C", "C", "N", "F", "S", "O", "O", "F", "H", "H", "H", "H", "H", "H", "H", "H", "H", "H", "H", "C", "O", "P", "O", "O", "C", "O", "C", "H", "H", "H", "H", "H", "H", "H", "H", "H"],
  "positions_angstrom": [[-4.1715, 3.9645, 5.0622], [-3.9806, 2.3941, 4.5367], [-2.8541, 1.7172, 4.8222], [-5.0811, 1.7507, 3.8032], [-4.8624, 1.7476, 2.3490], [-4.8021, 0.1466, 1.8830], [-3.2592, -0.3416, 1.6161], [-2.7538, -0.1924, 0.0543], [-1.2511, -0.0044, 0.0230], [-0.9184, -0.2224, -1.3003], [-0.3911, -1.2468, 0.8984], [-0.2027, -0.9455, 2.4229], [1.0703, -1.2624, 0.3017], [-0.9990, -2.8368, 0.6888], [-3.2388, 4.1813, 5.7429], [-5.1524, 4.0729, 5.7117], [-4.1370, 4.7469, 4.1673], [-5.8237, 2.2241, 1.8536], [-3.8996, 2.3057, 1.9874], [-5.2036, -0.4869, 2.8093], [-5.5447, -0.0879, 0.9938], [-3.1806, -1.5010, 1.8686], [-2.5306, 0.2955, 2.3036], [-3.2185, 0.7753, -0.4574], [-3.0916, -1.1025, -0.6380], [6.6056, -2.4512, -3.9103], [6.3033, -1.0715, -4.0621], [5.1718, -0.3448, -2.9738], [5.8258, -1.0838, -1.7981], [3.9632, -1.2510, -3.6334], [3.6058, -0.9461, -4.9696], [4.0402, 0.3820, -1.8854], [3.4611, -0.4204, -0.8677], [6.9987, -2.8200, -4.8607], [7.3757, -2.5826, -3.1445], [5.7171, -3.0337, -3.6548], [3.9063, -1.7765, -5.6148], [4.0886, -0.0278, -5.3172], [2.5203, -0.8226, -5.0291], [4.1412, -0.4887, -0.0155], [3.2124, -1.4190, -1.2349], [2.5409, 0.0659, -0.5320]]
}

=====

Record 2
{
  "formula": "C51H62N8OPtS2",
  "method": "ωB97M-V/def2-TZVPD",
  "energy_ev": -92769.42689,
  "charge": 2,
  "gap_ev": [4.4, 4.4],
  "spin_multiplicity": 1,
  "e_homo_ev": [-12.1, -12.1],
  "fmax_ev_per_a": 1.60,
  "species": ["Pt", "C", "C", "C", "C", "C", "C", "C", "C", "C", "C", "C", "C", "C", "C", "C", "C", "N", "C", "C", "C", "N", "C", "C", "C", "N", "C", "C", "C", "C", "C", "C", "C", "C", "C", "C", "C", "C", "N", "C", "C", "H", "H", "H", "H", "H", "H", "H", "H", "H", "H", "H", "H", "H", "H", "H", "H", "H", "H", "H", "H", "H", "H", "H", "H", "H", "H", "H", "H", "H", "H", "H", "H", "H", "H", "H", "H", "H", "H", "H", "H", "H", "H", "H", "H", "C", "C", "C", "N", "C", "S", "N", "C", "O", "C", "C", "C", "C", "C", "C", "H", "H", "H", "H", "H", "H", "H", "H", "H", "H", "H", "H", "H", "H", "S", "C", "N", "C", "C", "C", "N", "H", "H", "H", "H"],
  "positions_angstrom": [[-0.2337, -0.3595, 0.2093], [-3.6137, 4.6017, 1.4142], [-2.2915, 4.8325, 0.6756], [-1.8083, 3.5938, -0.0099], [-1.9458, 3.2271, -1.3178], [-2.6012, 3.9686, -2.4398], [-4.0169, 3.4567, -2.7232], [-1.3552, 1.9218, -1.4501], [-1.2868, 1.1963, -2.6268], [-0.7348, -0.0541, -2.7732], [-0.5563, -0.7346, -4.0331], [-0.9790, -0.1826, -5.3578], [-2.4590, -0.4473, -5.6494], [0.0459, -1.9241, -3.7538], [0.2276, -1.9761, -2.3216], [0.8074, -3.0225, -1.6405], [0.9792, -3.1104, -0.2750], [0.5286, -2.1883, 0.6401], [0.9713, -2.6253, 1.8697], [0.8502, -1.9192, 3.0540], [0.3972, -0.6247, 3.1857], [-0.0522, 0.1664, 2.1575], [-0.3550, 1.3827, 2.6987], [-0.8640, 2.4654, 2.0026], [-1.1437, 2.5086, 0.6578], [-0.8508, 1.5136, -0.2471], [-0.0925, 1.3675, 4.1167], [0.3659, 0.1183, 4.4199], [0.7741, -0.4379, 5.7478], [-0.3113, -1.3239, 6.3658], [-0.3261, 2.5303, 5.0288], [-1.7871, 2.6243, 5.4798], [1.6498, -3.8795, 1.7317], [1.6681, -4.1724, 0.3947], [2.2871, -5.3428, -0.3012], [1.2647, -6.4372, -0.6200], [2.2701, -4.6330, 2.8684], [1.2452, -5.3981, 3.7079], [-0.2521, -0.8285, -1.7483], [0.4470, -3.0170, -4.6932], [-0.5759, -4.1566, -4.7297], [-3.9266, 5.5075, 1.9309], [-3.5231, 3.8028, 2.1522], [-4.4019, 4.3200, 0.7161], [-1.5324, 5.1859, 1.3773], [-2.4243, 5.6211, -0.0655], [-1.9908, 3.8835, -3.3418], [-2.6422, 5.0292, -2.1901], [-4.0166, 2.3908, -2.9568], [-4.4529, 3.9873, -3.5680], [-4.6628, 3.6078, -1.8585], [-1.6827, 1.6632, -3.5179], [-0.3683, -0.6315, -6.1417], [-0.7853, 0.8917, -5.3891], [-2.6578, -1.5177, -5.6995], [-2.7448, -0.0070, -6.6032], [-3.1003, -0.0248, -4.8737], [1.1892, -3.8398, -2.2361], [1.2085, -2.4059, 3.9513], [-1.0962, 3.3503, 2.5787], [1.0000, 0.3855, 6.4254], [1.6968, -1.0125, 5.6373], [-1.2219, -0.7518, 6.5470], [0.0221, -1.7366, 7.3166], [-0.5616, -2.1591, 5.7064], [-0.0351, 3.4561, 4.5277], [0.3183, 2.4348, 5.9033], [-2.4631, 2.7007, 4.6262], [-1.9388, 3.4969, 6.1129], [-2.0702, 1.7408, 6.0526], [3.0761, -5.7549, 0.3282], [2.7693, -5.0045, -1.2202], [0.8385, -6.8463, 0.2964], [1.7355, -7.2542, -1.1638], [0.4449, -6.0526, -1.2290], [2.8247, -3.9378, 3.5025], [3.0003, -5.3353, 2.4660], [0.4940, -4.7247, 4.1295], [1.7296, -5.9135, 4.5353], [0.7305, -6.1462, 3.1032], [1.4243, -3.4109, -4.4046], [0.5636, -2.6001, -5.6938], [-0.6985, -4.6132, -3.7462], [-0.2558, -4.9323, -5.4233], [-1.5508, -3.7938, -5.0542], [4.6089, 4.0744, 2.1904], [5.8188, 3.1707, 1.9756], [5.7237, 2.3597, 0.6923], [4.6772, 1.3449, 0.8317], [4.4651, 0.2760, 0.0795], [3.4268, -0.9566, 0.5491], [5.1356, 0.1914, -1.1262], [5.2460, 1.1245, -2.1682], [6.0141, 0.9091, -3.0698], [4.3243, 2.2996, -2.1502], [4.7927, 3.5109, -2.6473], [3.9690, 4.6249, -2.6366], [2.6707, 4.5237, -2.1515], [2.1885, 3.3032, -1.6979], [3.0138, 2.1882, -1.6946], [4.6639, 4.5731, 3.1566], [3.6677, 3.5188, 2.1632], [4.5589, 4.8435, 1.4185], [5.9476, 2.4933, 2.8241], [6.7232, 3.7769, 1.9186], [6.6657, 1.8545, 0.4705], [5.4914, 3.0251, -0.1390], [4.1209, 1.3722, 1.6742], [5.4022, -0.7445, -1.4021], [5.8026, 3.5680, -3.0307], [4.3366, 5.5707, -3.0093], [2.0314, 5.3963, -2.1404], [1.1671, 3.2185, -1.3446], [2.6294, 1.2312, -1.3599], [-2.6002, -0.4154, 0.5912], [-2.8640, -1.4252, 1.9771], [-2.0692, -2.4803, 2.2427], [-2.3274, -3.3385, 3.2449], [-3.4185, -3.1191, 4.0391], [-4.1720, -1.9781, 3.7513], [-3.8986, -1.1532, 2.7520], [-1.2580, -2.6332, 1.6373], [-1.6443, -4.1693, 3.3576], [-3.6767, -3.7907, 4.8424], [-5.0281, -1.7154, 4.3614]]
}

=====

Record 3
{
  "formula": "C32H36CaN8S2",
  "method": "ωB97M-V/def2-TZVPD",
  "energy_ev": -85786.46706,
  "charge": 2,
  "gap_ev": 6.8,
  "spin_multiplicity": 1,
  "e_homo_ev": -11.8,
  "fmax_ev_per_a": 2.00,
  "species": ["Ca", "N", "C", "N", "C", "N", "N", "C", "C", "C", "C", "C", "C", "N", "C", "C", "C", "C", "C", "C", "H", "H", "H", "H", "H", "H", "H", "H", "H", "H", "H", "C", "C", "N", "C", "C", "S", "C", "C", "N", "H", "H", "H", "H", "H", "H", "H", "H", "H", "H", "H", "H", "H", "H", "N", "S", "C", "C", "C", "C", "C", "C", "C", "C", "C", "C", "C", "C", "H", "H", "H", "H", "H", "H", "H", "H", "H", "H", "H"],
  "positions_angstrom": [[-0.4447, -1.0846, -0.2376], [-3.7312, 0.0420, 4.1152], [-4.0763, -0.8761, 3.2436], [-3.2861, -1.6486, 2.5488], [-0.9967, -0.4650, 2.7935], [0.4004, -0.9175, 2.7917], [0.6587, -1.5078, 1.6426], [1.8398, -1.9960, 1.3673], [2.0483, -2.6466, 0.0662], [3.3145, -3.0870, -0.3175], [3.4889, -3.6738, -1.5541], [2.3991, -3.8259, -2.4047], [1.1790, -3.3745, -1.9602], [0.9864, -2.7972, -0.7638], [-1.2209, 0.3582, 4.0510], [-0.1317, 0.9584, 4.6788], [-0.2802, 1.7389, 5.8126], [-1.5404, 1.9370, 6.3593], [-2.6347, 1.3457, 5.7613], [-2.4756, 0.5621, 4.6236], [-4.5281, 0.4722, 4.5642], [-5.1423, -0.9823, 3.0783], [2.6425, -1.9453, 2.0949], [4.1455, -2.9670, 0.3660], [4.4691, -4.0199, -1.8562], [2.4937, -4.2918, -3.3755], [0.2996, -3.4826, -2.5868], [0.8469, 0.7726, 4.2608], [0.5899, 2.1862, 6.2754], [-1.6732, 2.5400, 7.2476], [-3.6238, 1.4870, 6.1871], [-2.3432, 1.6091, -0.1916], [-2.4009, 1.1436, 1.2643], [-1.2046, 0.3313, 1.5376], [-1.8389, -1.7504, 2.8149], [-3.8547, -2.5765, 1.5595], [-3.2662, -2.3350, -0.1290], [-4.2506, -0.9107, -0.6962], [-3.4687, -0.0461, -1.6838], [-2.2013, 0.4846, -1.1536], [-1.4666, 2.2485, -0.3142], [-3.2191, 2.2210, -0.4235], [-3.2862, 0.5372, 1.4095], [-2.4887, 2.0127, 1.9213], [-0.4002, 0.9602, 1.5267], [-1.6824, -2.2271, 3.7819], [-1.4425, -2.4238, 2.0601], [-4.9398, -2.5098, 1.5758], [-3.5685, -3.5948, 1.8177], [-4.5757, -0.3347, 0.1693], [-5.1402, -1.2926, -1.1932], [-4.1331, 0.7576, -2.0156], [-3.2327, -0.6446, -2.5655], [-1.6728, 0.8349, -1.9477], [1.0841, 0.1863, -1.2297], [1.1499, 1.0355, -2.5848], [2.0103, 2.5691, -2.2777], [2.2646, 2.9578, -0.9730], [2.8886, 4.1816, -0.7507], [3.2340, 4.9933, -1.8204], [2.9618, 4.5915, -3.1242], [2.3454, 3.3747, -3.3613], [2.2874, 0.2434, -3.6821], [1.7476, -0.4780, -4.7398], [2.6023, -1.1838, -5.5754], [3.9701, -1.1625, -5.3399], [4.4959, -0.4353, -4.2758], [3.6553, 0.2776, -3.4379], [2.0328, -0.0194, -0.9066], [1.9906, 2.3128, -0.1487], [3.1057, 4.4971, 0.2614], [3.7187, 5.9444, -1.6413], [3.2330, 5.2265, -3.9575], [2.1411, 3.0540, -4.3772], [0.6782, -0.4769, -4.9178], [2.2017, -1.7383, -6.4136], [4.6363, -1.7053, -5.9979], [5.5646, -0.4131, -4.1073], [4.0609, 0.8617, -2.6194]]
}

=====

Record 4
{
  "formula": "C2Cl2N2",
  "method": "ωB97M-V/def2-TZVPD",
  "energy_ev": -30096.47936,
  "gap_ev": 10.1,
  "spin_multiplicity": 1,
  "e_homo_ev": -11.1,
  "fmax_ev_per_a": 1.94,
  "species": ["N", "C", "C", "N", "Cl", "Cl"],
  "positions_angstrom": [[1.7915, 0.0195, 0.7066], [0.7870, -0.2378, 1.1770], [-0.5061, -0.6355, 1.4727], [-1.4935, -0.9322, 1.9449], [-0.1244, 1.8620, -2.7154], [-0.4545, -0.0760, -2.5859]]
}

=====

Record 5
{
  "formula": "C4H9N3",
  "method": "ωB97M-V/def2-TZVPD",
  "energy_ev": -8761.05242,
  "gap_ev": 8.7,
  "spin_multiplicity": 1,
  "e_homo_ev": -8.2,
  "fmax_ev_per_a": 2.51,
  "species": ["C", "C", "N", "N", "C", "C", "N", "H", "H", "H", "H", "H", "H", "H", "H", "H"],
  "positions_angstrom": [[0.4236, -0.3391, 2.0978], [-0.2793, -0.2357, -0.4434], [-0.7928, -1.5696, -0.3594], [0.2642, 1.4775, -1.8879], [0.3378, 0.1867, -1.6801], [0.3407, 0.4586, 0.8202], [-0.8816, 0.8891, 0.2657], [-1.3184, -1.8206, -1.1890], [-1.4214, -1.6379, 0.4313], [-0.5407, 1.8041, -0.8163], [0.8480, 1.8572, -2.6209], [0.4178, -0.5285, -2.4987], [1.2482, 1.0411, 0.6090], [0.6602, 0.3405, 2.9185], [1.2145, -1.0891, 2.0435], [-0.5210, -0.8344, 2.3097]]
}

=====

Record 6
{
  "formula": "C3H12NP2",
  "method": "ωB97M-V/def2-TZVPD",
  "energy_ev": -23362.91599,
  "charge": 1,
  "gap_ev": [7.8, 8.3],
  "spin_multiplicity": 1,
  "e_homo_ev": [-12.8, -13.1],
  "fmax_ev_per_a": 2.88,
  "species": ["C", "C", "C", "N", "P", "P", "H", "H", "H", "H", "H", "H", "H", "H", "H", "H", "H", "H"],
  "positions_angstrom": [[0.2750, -0.2381, 1.6240], [0.4266, -1.0162, -0.6510], [-0.4564, 1.1493, -0.1839], [0.4964, 0.1597, 0.2242], [-3.1994, 0.4043, 0.0867], [2.1942, 1.0266, 0.1561], [0.2701, 0.6456, 2.2623], [-0.6883, -0.7398, 1.7173], [1.0674, -0.9098, 1.9574], [0.5992, -0.7322, -1.6886], [1.1686, -1.7573, -0.3592], [-0.5673, -1.4584, -0.5744], [-0.4719, 1.3592, -1.2397], [-0.5236, 2.0062, 0.4666], [-3.6142, 1.7187, -0.1299], [-3.3060, 0.0903, -1.2754], [2.9115, -0.1771, 0.2502], [2.2212, 1.0018, -1.2472]]
}

=====

Record 7
{
  "formula": "CH3Cl2FN2O2S2",
  "method": "ωB97M-V/def2-TZVPD",
  "energy_ev": -57586.86537,
  "gap_ev": [6.1, 7.7],
  "s2": 2.0060,
  "spin_multiplicity": 3,
  "e_homo_ev": [-5.6, -10.6],
  "fmax_ev_per_a": 4.19,
  "species": ["C", "N", "N", "O", "O", "F", "S", "S", "Cl", "Cl", "H", "H", "H"],
  "positions_angstrom": [[2.4219, -0.4455, -2.7391], [0.4315, 1.5485, 0.5218], [-0.4290, -0.7719, -0.3250], [-1.7015, 1.5238, -0.5003], [0.3593, 1.1537, -1.8800], [3.0899, -0.1522, -3.8471], [0.7357, 0.2552, -3.1483], [-0.5514, 0.7078, -0.4246], [3.1551, 0.4761, -1.3312], [2.4909, -2.1462, -2.5872], [0.1333, 2.3723, 0.9441], [1.4126, 1.5318, 0.2393], [-1.2239, -1.2730, -0.0008]]
}

=====

Record 8
{
  "formula": "C4H14NSi",
  "method": "ωB97M-V/def2-TZVPD",
  "energy_ev": -13732.26919,
  "charge": 1,
  "gap_ev": 7.4,
  "spin_multiplicity": 1,
  "e_homo_ev": -13.6,
  "fmax_ev_per_a": 5.48,
  "species": ["C", "C", "C", "C", "N", "Si", "H", "H", "H", "H", "H", "H", "H", "H", "H", "H", "H", "H", "H", "H"],
  "positions_angstrom": [[0.5842, -0.3483, -1.1708], [0.9481, 1.4691, 0.4589], [1.2764, 0.1081, 0.0181], [0.8967, -0.7801, 1.2055], [-0.5803, -0.6103, 1.3624], [-2.3653, 0.1350, -1.4327], [0.8870, -1.4711, -1.3543], [0.8511, 0.2450, -2.1514], [-0.5141, -0.4912, -1.1855], [1.3320, 2.2359, -0.1431], [-0.1623, 1.4281, 0.3976], [1.3021, 1.6279, 1.4908], [2.2811, -0.0798, -0.1476], [1.0499, -1.7664, 0.8659], [-3.1148, -0.0766, -0.1879], [-1.0887, -1.4768, 1.6227], [-0.7987, 0.0036, 2.1098], [1.5099, -0.8245, 2.1066], [-2.7460, -0.5698, -2.6276], [-1.5482, 1.2420, -1.2371]]
}